(1)
{"formula": "C38H33FeN11S2", "method": "ωB97M-V/def2-TZVPD", "symbols": ["H", "C", "H", "C", "C", "H", "N", "C", "C", "C", "H", "H", "N", "H", "H", "C", "C", "C", "C", "H", "C", "H", "H", "C", "C", "C", "N", "N", "H", "C", "H", "H", "C", "C", "C", "N", "H", "S", "C", "H", "H", "H", "H", "C", "N", "C", "H", "C", "C", "C", "N", "C", "C", "H", "Fe", "H", "H", "N", "H", "H", "C", "C", "N", "H", "C", "C", "N", "C", "H", "H", "C", "C", "H", "N", "C", "H", "C", "H", "C", "H", "C", "C", "H", "S", "H"], "positions_angstrom": [[3.855, -0.340, 3.093], [4.092, 1.597, 1.184], [-0.971, -1.182, -2.875], [5.744, -4.903, 0.283], [-0.497, -3.710, 0.139], [0.659, 6.012, 2.066], [0.575, 1.634, -2.249], [-1.724, -4.409, 0.138], [2.320, 2.597, -3.594], [2.801, -0.161, 3.205], [-0.730, 2.937, -5.040], [5.474, 3.025, 0.413], [1.237, 5.204, 1.876], [5.375, -7.040, -0.058], [2.743, -1.626, 0.030], [-1.079, 3.637, -0.031], [-1.317, 0.829, 3.271], [2.711, 1.925, -1.197], [-1.765, 1.473, -3.073], [0.176, -2.122, -2.145], [2.058, -0.600, 4.265], [4.402, 3.265, -1.769], [-1.420, 1.335, 4.255], [3.279, -4.382, 0.034], [0.087, 0.262, 3.129], [4.980, -6.015, -0.035], [-1.778, -0.244, -0.026], [-0.068, -1.161, -2.381], [0.609, -0.833, -3.019], [0.735, -4.368, 0.042], [-7.638, 3.100, 1.260], [-6.960, -0.780, -0.683], [-7.073, 2.264, 0.758], [2.840, 1.002, 0.984], [1.373, 2.976, -4.549], [0.669, -1.598, 0.132], [1.646, 3.605, -5.371], [4.727, -3.487, 0.351], [-0.355, 1.881, -3.243], [-2.420, 2.346, -3.259], [-2.145, 0.742, -3.799], [-8.739, 1.141, 0.024], [0.125, -0.605, 5.165], [2.143, 0.347, 2.098], [0.723, 3.043, 0.962], [0.674, -0.288, 4.290], [2.408, -1.141, 5.097], [-2.966, 0.393, -0.030], [-4.188, -0.271, 0.039], [1.877, 2.011, -2.438], [2.252, 1.162, -0.235], [-5.456, 0.484, 0.181], [3.596, -5.703, -0.148], [4.554, 1.505, 2.143], [0.193, 0.508, -0.398], [-2.968, 1.467, -0.196], [0.830, -5.459, -0.041], [0.781, 0.500, 2.029], [-3.782, -4.390, 0.128], [1.970, 5.511, 1.214], [-6.751, 0.181, -0.166], [-1.736, -1.610, 0.150], [-0.264, 2.572, 0.189], [-1.508, 1.540, 2.477], [-0.516, -2.314, 0.171], [1.854, -2.265, 0.056], [0.469, 4.304, 1.111], [-4.108, -1.636, 0.086], [-2.076, 0.058, 3.272], [-1.690, -5.502, -0.143], [-2.927, -3.772, 0.106], [-2.952, -2.377, 0.137], [2.916, -6.446, -0.547], [-0.611, 4.721, 0.510], [3.925, 2.638, -1.003], [-2.001, 1.119, -2.083], [0.054, 2.596, -4.354], [-2.026, 3.516, -0.500], [-7.655, 1.198, 0.120], [6.789, -4.834, 0.449], [4.600, 2.459, 0.200], [1.993, -3.662, 0.024], [-4.958, -2.322, 0.079], [-5.400, 1.997, 0.937], [3.330, 2.939, -3.674]], "forces_ev_per_angstrom": [[0.3, 0.0, 0.4], [-1.0, 0.4, -0.7], [0.5, 0.0, 0.3], [-2.2, -0.2, -0.6], [0.6, 0.0, 0.0], [-0.4, 0.0, 0.0], [-0.4, -0.2, -1.2], [-0.9, -1.8, -1.5], [-0.5, 0.8, -0.3], [0.3, -0.3, -1.5], [0.4, -0.3, 0.1], [0.7, 0.2, 0.0], [1.0, -0.9, -1.2], [-0.2, 0.6, -0.2], [-0.3, -0.2, -0.1], [0.1, -1.6, -0.2], [0.3, -0.2, 0.3], [1.9, 0.7, -0.7], [-1.2, 0.6, -0.3], [-0.1, 0.2, -0.1], [-2.8, 0.7, 0.1], [-0.6, -0.2, 0.4], [0.2, -0.2, -0.7], [0.3, 0.7, 0.0], [-0.9, 0.6, 1.7], [0.5, 0.6, 0.9], [0.0, -0.4, 0.5], [-1.2, 0.0, 0.6], [0.9, 0.3, -1.0], [2.4, 0.3, -0.2], [1.1, -0.9, -0.8], [-0.2, 0.9, 0.5], [-0.9, 0.5, 0.6], [1.7, 0.7, -1.2], [-0.2, -0.6, 0.8], [0.3, -1.2, -0.2], [0.1, 0.1, -0.4], [0.7, -0.5, 0.2], [2.0, -0.2, 1.1], [0.3, -0.2, 0.1], [0.5, 0.0, 0.1], [0.4, -0.1, -0.3], [-0.4, 0.4, -0.1], [-1.5, 0.5, -0.2], [-0.1, 0.3, -0.1], [1.9, -0.8, -1.1], [0.9, -0.4, 0.8], [1.1, -0.3, -0.3], [-0.9, 0.5, 0.5], [-1.0, -0.1, 1.1], [-1.7, -1.6, 1.6], [0.4, -0.4, -0.3], [-0.1, -0.4, -0.8], [0.4, 0.0, 0.3], [0.3, -0.5, 0.2], [0.2, -0.1, 0.2], [-0.5, 0.4, 0.2], [1.3, -0.2, -0.4], [-1.2, -0.2, -0.2], [-0.2, 0.0, 0.8], [0.9, -1.9, -1.2], [-1.6, 0.1, -0.5], [0.5, 1.2, 1.2], [-0.2, 0.1, -0.1], [2.2, 0.8, 0.3], [-0.8, 1.4, 0.3], [0.0, 0.5, 0.2], [-1.6, -1.7, -0.1], [-0.2, -0.3, -0.2], [-0.1, 1.2, 1.0], [2.0, -1.2, 0.7], [1.8, 2.4, 0.0], [-0.2, 0.0, 0.4], [-0.8, 0.7, 0.1], [-0.2, -0.5, -0.3], [0.1, -0.2, 0.2], [-0.5, 0.6, -0.7], [-0.4, 0.4, -0.5], [-1.0, 0.6, 0.8], [0.7, 0.1, 0.1], [-1.0, -0.7, 0.2], [-2.1, -1.4, 0.1], [-0.5, 0.9, 0.1], [0.1, 1.2, 0.5], [0.4, -0.1, -0.1]], "mulliken_spin": [0.000, 0.007, -0.003, 0.001, 0.020, 0.000, 0.101, -0.004, 0.004, 0.009, 0.001, 0.000, 0.001, 0.000, 0.000, 0.010, 0.005, -0.008, 0.011, -0.008, -0.002, 0.001, 0.000, -0.004, 0.029, 0.000, 0.031, 0.122, 0.001, -0.006, 0.000, 0.000, 0.000, -0.055, -0.001, 0.129, 0.000, 0.000, 0.016, 0.002, 0.001, 0.000, 0.001, 0.049, 0.007, 0.009, 0.000, 0.007, -0.003, 0.032, 0.073, 0.002, 0.002, 0.001, 4.185, 0.001, 0.000, 0.055, 0.000, 0.000, 0.002, -0.009, 0.087, 0.001, 0.008, 0.002, 0.000, 0.008, 0.000, 0.000, 0.004, 0.004, 0.000, 0.005, 0.008, 0.018, 0.004, 0.003, -0.001, 0.000, 0.001, 0.023, 0.000, 0.000, 0.001], "e_above_lowest_kj_mol": 107.9, "multiplicity": 6, "s2": 8.758, "e_tot_ev": -112366.5433, "mol_weight_g_mol": 763.74, "lumo_energy_ha": [-0.310, -0.369], "max_force_ev_per_a": 3.02, "total_charge": 3}

---

(2)
{"formula": "H5ISi2", "method": "ωB97M-V/def2-TZVPD", "symbols": ["Si", "H", "H", "H", "H", "I", "Si", "H"], "positions_angstrom": [[-1.306, 1.259, -0.209], [-1.347, 1.114, -1.613], [1.938, -0.766, -1.069], [-0.984, 2.532, 0.455], [2.330, -0.613, 1.395], [-3.387, 0.013, 0.493], [1.430, -1.035, 0.265], [1.325, -2.504, 0.283]], "forces_ev_per_angstrom": [[0.6, -2.4, 1.8], [0.0, 0.4, -1.3], [0.4, 0.4, -0.3], [-0.3, 0.1, -0.2], [-0.3, 0.0, -0.5], [0.7, 0.7, -0.1], [-0.8, 0.9, 0.3], [-0.4, -0.1, 0.2]], "nbo_charge": [0.547, -0.172, -0.175, -0.145, -0.154, -0.222, 0.487, -0.164], "e_above_lowest_kj_mol": 271.6, "e_tot_ev": -23933.9752, "mol_weight_g_mol": 188.12, "lumo_energy_ha": [-0.044, -0.042], "max_force_ev_per_a": 3.09}

---

(3)
{"formula": "C3H5NO2", "method": "ωB97M-V/def2-TZVPD", "symbols": ["H", "O", "H", "C", "H", "C", "H", "C", "H", "O", "N"], "positions_angstrom": [[0.060, 0.259, -2.100], [1.727, 0.614, 0.022], [-0.968, -1.243, 0.410], [-0.144, -0.804, -0.158], [0.828, 1.667, 1.943], [0.633, 0.341, 0.482], [-0.806, 1.210, 1.768], [-0.586, -0.472, -1.573], [0.628, -1.577, -0.283], [-1.537, -0.983, -2.110], [0.164, 0.987, 1.599]], "forces_ev_per_angstrom": [[-0.1, -0.1, 0.0], [-0.2, 0.0, 0.1], [0.1, 0.3, 0.0], [0.0, 0.0, 0.1], [-0.2, 0.1, -0.1], [0.3, 0.0, -0.1], [0.1, -0.4, -0.1], [-0.2, -0.1, -0.1], [-0.2, 0.1, 0.0], [0.4, 0.3, 0.3], [0.1, 0.0, -0.1]], "nbo_charge": [0.127, -0.604, 0.239, -0.621, 0.402, 0.673, 0.399, 0.447, 0.274, -0.509, -0.826], "e_above_lowest_kj_mol": 56.9, "e_tot_ev": -8777.1046, "mol_weight_g_mol": 87.08, "lumo_energy_ha": 0.025, "smiles": "NC(=O)CC=O", "max_force_ev_per_a": 0.56}

---

(4)
{"formula": "C6H6N", "method": "ωB97M-V/def2-TZVPD", "symbols": ["H", "C", "H", "C", "N", "C", "C", "H", "H", "H", "H", "C", "C"], "positions_angstrom": [[-1.544, 1.092, 2.088], [-0.793, -1.591, 0.394], [-1.859, -1.378, 2.309], [-1.006, 0.428, 1.503], [-0.045, 0.775, 0.349], [-0.034, -0.780, -0.390], [0.678, 0.366, -0.641], [2.582, 0.523, -1.670], [1.021, 0.995, -2.709], [-1.069, -2.669, 0.142], [1.882, 2.088, -1.300], [1.519, 1.036, -1.593], [-1.331, -0.884, 1.516]], "forces_ev_per_angstrom": [[0.2, 2.2, 0.8], [-0.3, -1.2, -0.8], [-0.5, 0.1, 0.1], [3.0, -0.8, -4.1], [-3.6, -0.6, 4.2], [0.1, 0.2, 1.1], [-1.2, -0.8, -0.2], [-2.3, 0.4, 0.0], [1.2, 0.2, 2.9], [0.8, 1.7, 0.4], [-1.4, -1.4, -0.3], [3.1, 0.9, -3.0], [1.0, -0.7, -1.2]], "nbo_charge": [0.263, -0.238, 0.272, 0.047, -0.218, 0.258, 0.299, 0.300, 0.310, 0.305, 0.297, -0.726, -0.169], "e_above_lowest_kj_mol": 227.8, "e_tot_ev": -7797.3819, "mol_weight_g_mol": 92.12, "lumo_energy_ha": -0.178, "smiles": "Cc1c2ccc[n+]1-2", "max_force_ev_per_a": 5.60, "total_charge": 1}